No. 1
C40H97I2N8O | the ωB97M-V functional and the def2-TZVPD basis

Geometry as ORCA input:
```
! wB97M-V def2-TZVPD RIJCOSX def2/J DEFGRID3
* xyz 1 1
C -2.506 3.099 3.437
C -3.879 2.560 2.962
C -4.807 3.735 2.656
C -4.471 1.582 4.000
C -5.975 1.330 3.848
C -3.712 0.245 4.077
O -3.313 -0.320 2.815
N -2.045 0.171 2.356
C -1.387 -1.014 1.942
N -1.027 -1.946 2.807
N -1.164 -1.231 0.659
C -1.416 -0.234 -0.403
I -3.513 0.106 -0.578
C -0.807 -0.773 -1.705
C 0.683 -1.107 -1.581
I -1.060 0.626 -3.280
H -1.734 2.972 2.675
H -2.564 4.161 3.685
H -2.163 2.593 4.348
H -3.709 2.016 2.028
H -5.809 3.427 2.356
H -4.394 4.315 1.824
H -4.889 4.419 3.508
H -4.325 2.057 4.982
H -6.536 2.246 4.039
H -6.231 0.954 2.854
H -6.310 0.608 4.599
H -4.375 -0.524 4.483
H -2.847 0.296 4.755
H -1.547 0.561 3.161
H -0.994 -2.915 2.524
H -0.838 -1.722 3.774
H -0.269 -1.695 0.543
H -0.953 0.719 -0.142
H -1.356 -1.672 -1.996
H 1.295 -0.230 -1.357
H 0.877 -1.911 -0.860
H 1.042 -1.500 -2.535
C 6.908 -5.138 -4.427
C 6.172 -3.826 -4.208
N 4.726 -3.980 -4.195
C 4.010 -2.724 -4.281
C 4.151 -1.724 -3.125
C 4.201 -4.949 -3.248
C 4.523 -4.747 -1.761
H 6.554 -5.633 -5.331
H 7.976 -4.946 -4.536
H 6.789 -5.825 -3.588
H 6.410 -3.149 -5.032
H 6.561 -3.348 -3.295
H 2.950 -2.952 -4.432
H 4.341 -2.228 -5.199
H 3.594 -2.037 -2.240
H 3.758 -0.750 -3.429
H 5.192 -1.578 -2.835
H 4.561 -5.936 -3.544
H 3.117 -4.984 -3.386
H 5.574 -4.499 -1.604
H 4.323 -5.671 -1.214
H 3.920 -3.961 -1.307
C 4.122 1.030 0.055
C 4.777 2.394 -0.090
N 6.192 2.300 -0.391
C 6.896 3.565 -0.262
C 6.522 4.701 -1.221
C 6.534 1.492 -1.552
C 5.917 1.876 -2.903
H 4.645 0.419 0.793
H 3.085 1.146 0.382
H 4.103 0.482 -0.889
H 4.682 2.936 0.855
H 4.211 2.977 -0.835
H 7.966 3.360 -0.348
H 6.742 3.913 0.764
H 6.904 4.533 -2.227
H 6.954 5.637 -0.863
H 5.442 4.842 -1.285
H 6.261 0.457 -1.333
H 7.623 1.489 -1.635
H 4.851 2.092 -2.816
H 6.025 1.044 -3.603
H 6.402 2.741 -3.351
C -9.806 8.750 3.653
C -9.840 7.688 2.565
N -8.517 7.308 2.097
C -8.535 6.522 0.877
C -9.174 5.127 0.921
C -7.591 6.866 3.123
C -7.998 5.669 3.993
H -9.237 9.621 3.324
H -10.822 9.071 3.884
H -9.365 8.380 4.579
H -10.378 8.087 1.702
H -10.431 6.830 2.925
H -7.504 6.432 0.523
H -9.058 7.116 0.122
H -8.544 4.403 1.438
H -9.323 4.761 -0.097
H -10.148 5.141 1.410
H -7.387 7.712 3.784
H -6.638 6.650 2.631
H -9.028 5.745 4.344
H -7.359 5.626 4.878
H -7.888 4.722 3.464
C 1.700 -1.408 -7.025
C 1.167 -2.299 -8.135
N 2.141 -2.516 -9.188
C 1.582 -3.137 -10.376
C 1.035 -4.564 -10.257
C 3.432 -3.024 -8.746
C 3.457 -4.340 -7.957
H 2.063 -0.460 -7.424
H 0.913 -1.199 -6.298
H 2.513 -1.889 -6.484
H 0.295 -1.822 -8.590
H 0.803 -3.238 -7.685
H 2.348 -3.111 -11.157
H 0.777 -2.485 -10.728
H 1.830 -5.304 -10.182
H 0.450 -4.806 -11.146
H 0.379 -4.678 -9.393
H 3.903 -2.252 -8.132
H 4.066 -3.113 -9.630
H 2.685 -4.366 -7.185
H 4.418 -4.447 -7.450
H 3.326 -5.211 -8.598
C -1.028 -4.478 5.697
C 0.351 -4.334 6.313
N 0.639 -2.959 6.694
C 2.044 -2.732 7.008
C 2.643 -3.461 8.214
C -0.321 -2.350 7.608
C -0.576 -3.042 8.951
H -1.147 -3.774 4.868
H -1.177 -5.483 5.301
H -1.834 -4.293 6.406
H 1.101 -4.620 5.570
H 0.451 -5.053 7.139
H 2.187 -1.655 7.131
H 2.618 -3.009 6.118
H 2.313 -3.033 9.159
H 3.730 -3.380 8.184
H 2.394 -4.522 8.214
H -1.278 -2.264 7.085
H 0.008 -1.323 7.783
H -0.703 -4.119 8.836
H -1.494 -2.652 9.395
H 0.227 -2.870 9.664
*
```

Results
- molecular weight (Da) = 960.1
- E_tot (a.u.) = -2690.548584
- F_max (eV/Å) = 1.19
- LUMO energy (Eh) = -0.1419

Results of the Löwdin charge analysis, in e, for atoms 1 through 6:
1 C -0.063
2 C -0.389
3 C -0.075
4 C -0.320
5 C -0.056
6 C -0.144

No. 2
C40H97NO16S | the ωB97M-V functional and the def2-TZVPD basis

Geometry as ORCA input:
```
! wB97M-V def2-TZVPD RIJCOSX def2/J DEFGRID3
* xyz 0 1
C 2.132 -2.817 1.305
C 3.534 -2.727 1.859
O 4.431 -2.244 0.868
C 5.238 -1.184 1.304
C 4.483 0.150 1.327
O 3.531 0.161 0.253
C 2.993 1.390 -0.043
O 2.835 2.273 1.103
S 1.482 1.940 1.865
O 1.673 1.249 3.094
O 0.659 3.102 1.880
O 0.954 0.864 0.812
C 1.540 1.196 -0.476
C 1.273 0.147 -1.519
C -0.249 -0.051 -1.708
C -0.889 -1.011 -0.693
C -2.411 -0.729 -0.542
N -2.864 -0.137 0.712
C -2.450 1.256 0.908
C -2.668 -0.994 1.827
C -1.544 -0.757 2.811
O -3.424 -1.950 2.004
H 1.420 -2.954 2.116
H 2.019 -3.644 0.609
H 1.898 -1.901 0.774
H 3.547 -2.075 2.734
H 3.866 -3.705 2.211
H 6.089 -1.079 0.636
H 5.608 -1.366 2.310
H 3.975 0.260 2.281
H 5.174 0.980 1.181
H 3.620 1.948 -0.738
H 1.099 2.148 -0.774
H 1.703 0.514 -2.449
H 1.709 -0.808 -1.242
H -0.388 -0.462 -2.705
H -0.726 0.928 -1.708
H -0.354 -1.047 0.248
H -0.815 -2.001 -1.128
H -2.951 -1.663 -0.667
H -2.713 -0.078 -1.359
H -2.245 1.487 1.945
H -3.275 1.900 0.604
H -1.608 1.529 0.278
H -0.989 -1.677 2.955
H -1.998 -0.521 3.772
H -0.883 0.063 2.566
C 7.111 -0.341 -3.656
C 5.954 0.578 -4.016
C 6.041 1.910 -3.289
O 4.714 -0.060 -3.704
H 7.101 -0.563 -2.585
H 7.023 -1.290 -4.186
H 8.071 0.111 -3.906
H 5.951 0.752 -5.093
H 5.997 1.748 -2.207
H 5.202 2.551 -3.561
H 6.969 2.435 -3.520
H 4.697 -0.227 -2.754
C 8.667 -1.266 5.356
C 7.647 -0.222 4.928
C 7.498 0.875 5.971
O 6.382 -0.840 4.678
H 8.350 -1.748 6.284
H 8.760 -2.043 4.598
H 9.647 -0.818 5.519
H 7.953 0.219 3.978
H 7.148 0.454 6.918
H 6.764 1.614 5.650
H 8.447 1.381 6.151
H 6.081 -1.238 5.500
C 3.369 -3.663 -6.506
C 3.292 -2.396 -7.343
C 4.555 -1.566 -7.205
O 2.163 -1.617 -6.951
H 3.481 -3.409 -5.448
H 2.450 -4.242 -6.610
H 4.212 -4.290 -6.800
H 3.131 -2.658 -8.390
H 4.688 -1.265 -6.161
H 4.482 -0.655 -7.799
H 5.442 -2.118 -7.523
H 2.286 -1.371 -6.028
C 1.806 6.559 3.091
C 3.238 6.590 3.600
C 4.229 6.291 2.484
O 3.405 5.656 4.667
H 1.560 5.567 2.702
H 1.107 6.771 3.900
H 1.650 7.289 2.296
H 3.456 7.570 4.026
H 4.051 5.291 2.077
H 5.251 6.315 2.863
H 4.141 7.014 1.671
H 3.213 4.779 4.321
C -0.309 -5.737 -3.180
C -0.325 -4.218 -3.247
C -0.557 -3.724 -4.664
O 0.907 -3.696 -2.737
H 0.506 -6.135 -3.792
H -0.143 -6.073 -2.156
H -1.248 -6.160 -3.538
H -1.114 -3.833 -2.598
H 0.248 -4.056 -5.326
H -0.562 -2.633 -4.689
H -1.503 -4.084 -5.066
H 1.616 -4.026 -3.297
C -7.711 -3.725 3.318
C -7.288 -4.511 2.087
C -6.058 -5.360 2.363
O -7.032 -3.623 0.998
H -6.914 -3.044 3.628
H -8.591 -3.120 3.103
H -7.944 -4.387 4.153
H -8.111 -5.151 1.764
H -5.219 -4.717 2.641
H -5.766 -5.912 1.470
H -6.232 -6.071 3.173
H -6.301 -3.049 1.253
C -12.866 -0.827 2.559
C -11.877 -1.054 3.693
C -10.771 -0.009 3.685
O -11.318 -2.363 3.609
H -12.360 -0.905 1.592
H -13.650 -1.584 2.580
H -13.329 0.158 2.626
H -12.404 -1.018 4.647
H -10.203 -0.063 2.752
H -10.073 -0.186 4.503
H -11.176 0.999 3.783
H -10.845 -2.426 2.774
C -4.483 -2.130 -8.203
C -3.452 -2.330 -7.102
C -2.268 -1.390 -7.275
O -3.013 -3.690 -7.081
H -4.042 -2.344 -9.180
H -5.325 -2.808 -8.067
H -4.858 -1.106 -8.213
H -3.920 -2.158 -6.132
H -1.763 -1.582 -8.225
H -1.536 -1.541 -6.483
H -2.587 -0.347 -7.260
H -2.593 -3.871 -7.928
C -3.385 8.404 4.529
C -1.949 8.659 4.095
C -1.004 8.699 5.286
O -1.866 9.877 3.356
H -3.732 9.207 5.184
H -4.046 8.378 3.663
H -3.475 7.459 5.066
H -1.633 7.874 3.407
H -1.277 9.510 5.967
H 0.019 8.881 4.955
H -1.028 7.761 5.843
H -2.140 10.592 3.938
*
```

Results
- SMILES = CCOCCO[C@@H]1OS(=O)(=O)O[C@@H]1CCCCN(C)C(C)=O.CC(C)O.CC(C)O.CC(C)O.CC(C)O.CC(C)O.CC(C)O.CC(C)O.CC(C)O.CC(C)O
- molecular weight (Da) = 880.3
- E_tot (a.u.) = -3238.967086
- F_max (eV/Å) = 1.85
- LUMO energy (Eh) = 0.0112

Results of the Löwdin charge analysis, in e, for atoms 1 through 6:
1 C -0.049
2 C -0.251
3 O -0.129
4 C -0.184
5 C -0.123
6 O -0.055